ORCA calculation (wB97M-V/def2-TZVPD) on a 7-piece molecular cluster, C37H66I2O13PS overall.

Structure (XYZ):
```
120
Properties=species:S:1:pos:R:3:mulliken_charge:R:1
C -5.0372 0.2483 -1.3574 -1.404
C -3.6246 -0.2237 -1.1521 1.060
C -3.2754 -1.5708 -1.1285 -0.967
C -1.9643 -1.9636 -0.9214 -0.977
C -0.9517 -1.0289 -0.7387 0.376
C 0.4522 -1.5400 -0.5090 -0.555
P 1.2975 -0.9579 0.9856 0.091
I 2.9033 -2.6989 1.4864 0.024
C 2.3761 0.4912 0.7604 -0.099
C 1.6431 1.8287 0.6187 0.399
C 2.5563 3.0679 0.8575 -0.899
S 4.3468 2.7338 0.7708 -0.192
C 0.2851 -0.8640 2.4914 0.122
C -1.1680 -0.3915 2.3895 -0.079
O -2.0496 -1.1603 2.2016 -0.449
I -1.6538 1.6491 2.8008 0.044
C -1.2965 0.3160 -0.7651 0.466
C -2.6072 0.7097 -0.9729 -1.316
H -5.7407 -0.5824 -1.3576 0.325
H -5.3154 0.9040 -0.5305 0.329
H -5.1288 0.8404 -2.2668 0.370
H -4.0562 -2.3082 -1.2692 0.352
H -1.7464 -3.0259 -0.9063 0.323
H 1.1145 -1.2966 -1.3473 0.337
H 0.4305 -2.6286 -0.4429 0.631
H 3.0328 0.4669 1.6321 0.173
H 2.9309 0.2935 -0.1583 0.216
H 1.2630 1.9041 -0.3964 0.354
H 0.8448 1.8946 1.3561 -0.618
H 2.3456 3.7976 0.0786 0.435
H 2.2999 3.5436 1.8005 0.455
H 4.7526 3.5387 1.7620 0.113
H 0.2611 -1.8633 2.9255 0.640
H 0.8543 -0.2092 3.1715 0.126
H -0.5458 1.0804 -0.6167 0.456
H -2.8386 1.7682 -0.9921 0.460
O 2.0257 0.5832 4.4126 -0.707
C 3.1819 0.5734 4.7684 0.950
O 4.0799 1.1574 3.9720 -0.285
C 5.4588 1.3477 4.3287 -0.376
C 6.2995 0.1402 3.9777 -1.016
C 3.6301 -0.1437 6.0139 -1.263
H 5.5480 1.6266 5.3782 0.385
H 5.7778 2.2077 3.7432 0.293
H 5.9971 -0.7409 4.5447 0.274
H 7.3497 0.3386 4.1892 0.421
H 6.1957 -0.0932 2.9173 0.239
H 3.8664 -1.1758 5.7548 0.290
H 2.8061 -0.1416 6.7227 0.364
H 4.4914 0.3093 6.4970 0.379
O 2.9321 -0.3258 -2.1893 -0.620
C 3.9942 -0.6501 -2.6772 0.820
O 5.0653 0.0775 -2.3734 -0.315
C 6.4072 -0.2910 -2.7449 -0.449
C 6.7694 0.2059 -4.1256 -0.918
C 4.1026 -1.7849 -3.6610 -1.240
H 6.5494 -1.3667 -2.6402 0.355
H 7.0380 0.1855 -1.9973 0.370
H 6.1475 -0.2512 -4.8960 0.278
H 7.8117 -0.0227 -4.3461 0.438
H 6.6313 1.2853 -4.1857 0.154
H 3.9428 -1.3903 -4.6639 0.325
H 3.3182 -2.5053 -3.4429 0.321
H 5.0561 -2.3049 -3.6298 0.394
O 10.3246 2.2057 -6.6093 -0.553
C 9.5387 3.1106 -6.6115 0.769
O 9.2518 3.7179 -5.4389 -0.388
C 8.4449 4.8942 -5.3388 -0.424
C 6.9776 4.5379 -5.2332 -0.763
C 8.8061 3.5347 -7.8635 -0.940
H 8.6479 5.5842 -6.1578 0.344
H 8.7769 5.3847 -4.4252 0.333
H 6.6214 4.0360 -6.1334 0.257
H 6.3692 5.4283 -5.0738 0.386
H 6.8292 3.8582 -4.3933 0.105
H 7.8896 2.9513 -7.9474 0.243
H 9.4411 3.3090 -8.7157 0.314
H 8.5600 4.5929 -7.8991 0.319
O -7.5868 1.7702 0.1183 -0.593
C -8.3852 0.8768 0.0157 0.917
O -9.0455 0.7231 -1.1430 -0.358
C -9.8816 -0.4069 -1.4274 -0.369
C -11.2971 -0.2024 -0.9310 -0.991
C -8.7258 -0.0171 1.1865 -1.082
H -9.4356 -1.3230 -1.0382 0.312
H -9.8744 -0.4887 -2.5129 0.363
H -11.3368 -0.1110 0.1545 0.253
H -11.9255 -1.0426 -1.2261 0.382
H -11.7158 0.7105 -1.3538 0.287
H -9.5430 0.4378 1.7458 0.157
H -7.8514 -0.0771 1.8296 0.324
H -9.0060 -1.0297 0.9074 0.403
O -13.6623 2.1015 3.3377 -0.553
C -12.7097 2.8282 3.2951 0.764
O -12.5258 3.5941 2.1999 -0.375
C -11.5163 4.6046 2.1131 -0.506
C -10.1999 4.0300 1.6366 -0.783
C -11.6732 2.8510 4.3966 -0.872
H -11.4176 5.1392 3.0583 0.360
H -11.8965 5.3210 1.3867 0.327
H -9.8016 3.3012 2.3440 0.190
H -9.4572 4.8164 1.5036 0.416
H -10.3378 3.5196 0.6828 0.231
H -10.9109 2.1042 4.1759 0.188
H -12.1667 2.5802 5.3260 0.309
H -11.1948 3.8166 4.5383 0.307
O 3.4738 -9.9051 -0.4232 -0.530
C 3.3233 -9.0407 0.3895 0.717
O 4.2471 -8.0509 0.4601 -0.394
C 4.0678 -6.8714 1.2372 -0.282
C 4.5203 -7.0551 2.6718 -0.923
C 2.1823 -9.0569 1.3806 -0.870
H 3.0352 -6.5200 1.1746 0.354
H 4.6873 -6.1184 0.7483 0.237
H 3.9224 -7.8056 3.1882 0.275
H 4.4396 -6.1159 3.2223 0.295
H 5.5582 -7.3857 2.6972 0.313
H 2.4968 -9.6088 2.2658 0.254
H 1.3484 -9.5815 0.9224 0.300
H 1.8361 -8.0701 1.6794 0.265
```

The total energy comes out at -3762.30977 hartree. Its net charge is +1. As for the highest occupied orbital energy: -11.2732 eV. The frontier orbital gap is 0.281 hartree. Its LUMO energy is -3.6 eV.